1.
A molecular structure, C24H34CdCl2N9O2. Source: the Open Molecules 2025 dataset; level of theory: ωB97M-V/def2-TZVPD.

Atoms and positions in Å:
N (-9.18, -12.66, 6.99)
H (-8.33, -12.40, 6.47)
C (-16.21, -13.92, 6.94)
H (-15.07, -9.55, 5.70)
H (-13.78, -10.18, 9.22)
C (-12.79, -11.89, 2.26)
N (-13.92, -13.82, 5.77)
Cl (-14.07, -6.63, 9.91)
H (-13.27, -11.67, 9.62)
C (-12.85, -13.15, 0.27)
O (-14.53, -8.08, 6.34)
H (-13.38, -14.63, 6.10)
C (-10.36, -15.76, 9.34)
H (-16.83, -11.86, 4.93)
H (-12.89, -8.69, 2.33)
C (-13.00, -10.69, 0.10)
N (-15.28, -10.57, 5.42)
H (-17.28, -13.98, 6.64)
H (-11.96, -9.55, 6.94)
H (-7.50, -14.95, 7.54)
H (-12.80, -14.00, 2.31)
H (-15.23, -11.75, 10.72)
C (-15.87, -12.77, 9.01)
C (-12.97, -10.69, 1.53)
H (-13.53, -13.60, 4.86)
C (-12.14, -9.41, 4.88)
C (-15.36, -11.50, 9.65)
O (-13.13, -8.72, 7.98)
C (-16.86, -11.52, 7.12)
H (-14.77, -5.93, 7.81)
C (-11.21, -14.66, 9.10)
N (-12.46, -11.59, 3.58)
C (-14.08, -8.06, 7.51)
H (-10.13, -10.95, 4.99)
H (-12.73, -12.06, -1.58)
C (-16.65, -11.10, 5.67)
H (-17.92, -11.80, 7.27)
N (-12.71, -9.69, 2.48)
H (-15.28, -13.69, 9.18)
H (-14.94, -10.66, 4.46)
C (-14.81, -6.94, 8.33)
H (-13.15, -9.79, -0.47)
C (-12.85, -13.14, 1.67)
N (-11.34, -12.60, 7.56)
C (-9.05, -15.84, 8.80)
H (-9.71, -10.08, 6.47)
C (-12.86, -11.96, -0.50)
H (-13.03, -8.78, 5.07)
C (-9.38, -13.81, 7.72)
H (-15.89, -13.72, 4.81)
N (-15.96, -12.61, 7.56)
H (-10.79, -16.51, 9.93)
H (-16.89, -12.95, 9.43)
N (-11.84, -10.15, 6.06)
H (-11.36, -8.72, 4.60)
H (-12.77, -14.07, -0.30)
H (-17.44, -10.34, 5.44)
N (-14.01, -11.19, 9.07)
C (-10.73, -13.71, 8.19)
C (-12.41, -10.29, 3.68)
C (-10.36, -12.04, 6.83)
C (-8.50, -14.84, 8.02)
H (-8.48, -16.78, 8.90)
Cl (-16.63, -7.22, 8.50)
H (-16.06, -14.73, 7.63)
C (-10.45, -10.78, 6.03)
H (-15.44, -15.26, 5.47)
H (-12.08, -14.52, 9.74)
C (-15.42, -14.18, 5.67)
Cd (-13.58, -11.79, 6.81)
H (-16.68, -10.70, 7.75)
H (-16.06, -10.63, 9.56)

Results
ΔE to the lowest compared entry with this formula, charge and spin = 0.0000 eV
Charge = +1
Orbital gap = 9.087 eV

=====

2.
A molecular structure, C24H34Cl12N2O4. Source: the Open Molecules 2025 dataset; level of theory: ωB97M-V/def2-TZVPD.

Atoms and positions in Å:
H (-0.15, -0.18, 0.13)
O (-0.58, -0.27, 2.75)
C (2.15, -0.51, 3.07)
C (0.80, -0.06, -0.38)
N (1.26, -3.82, 1.46)
H (-0.92, -4.29, 2.88)
O (-0.32, 1.34, 1.30)
H (3.76, 2.75, 0.86)
C (-1.12, -3.56, 2.11)
C (-2.24, 1.31, 2.55)
Cl (-2.44, 0.69, -0.67)
H (-2.20, -0.43, -4.15)
Cl (2.99, -3.08, -4.08)
C (-0.06, -3.23, 1.21)
C (1.00, -3.96, -2.32)
Cl (-1.24, -2.04, -2.60)
C (-4.54, 0.94, 3.17)
Cl (4.75, 4.87, 0.75)
C (-1.48, -1.74, 0.03)
H (-4.10, 4.06, 2.12)
H (0.11, 1.74, -1.33)
Cl (1.34, -1.38, 1.71)
H (0.62, 1.10, 3.24)
C (1.20, 1.07, -4.29)
H (0.93, 0.86, -5.32)
C (2.26, 0.03, -3.84)
H (0.24, 1.09, -3.76)
H (0.70, 2.09, 0.29)
C (1.68, 0.93, 3.11)
H (-2.07, 1.58, -2.79)
Cl (2.03, -4.22, -0.80)
Cl (1.81, 4.69, 2.26)
H (-1.87, 3.40, 1.86)
C (-2.30, -2.88, 2.01)
C (2.09, 4.21, 0.52)
O (1.36, -4.82, 2.23)
C (-1.79, 0.66, -2.29)
Cl (3.69, 0.24, -4.84)
H (-3.05, -0.67, 3.03)
Cl (0.74, -0.79, -2.03)
H (0.56, -2.09, -0.56)
H (1.04, -4.83, -2.98)
H (-1.56, -1.02, -0.77)
H (3.23, -0.61, 3.01)
H (1.64, -1.91, -2.30)
C (-3.23, 0.40, 2.98)
C (-2.48, -1.99, 0.91)
Cl (2.46, 1.88, -1.25)
H (-5.85, 2.55, 3.11)
C (-2.55, 2.63, 2.19)
H (-5.36, 0.30, 3.47)
N (-0.92, 0.79, 2.21)
C (0.88, 1.47, -0.60)
H (1.42, 3.36, 0.41)
H (-3.40, -1.41, 0.89)
C (-4.89, 2.18, 2.78)
H (2.55, 0.17, -2.80)
H (1.86, -0.98, -3.95)
H (-0.72, 0.79, -2.09)
C (-3.90, 3.01, 2.31)
H (3.66, 3.40, -0.76)
C (1.50, -2.73, -3.00)
H (-3.18, -3.12, 2.59)
H (-3.31, -0.65, -2.96)
Cl (1.80, 2.74, -4.07)
O (2.25, -3.27, 0.88)
C (-0.24, -2.37, 0.11)
H (0.70, -2.35, -3.64)
H (-0.05, -3.95, -2.03)
C (-2.23, -0.54, -3.07)
H (2.23, 1.45, 3.90)
H (1.84, -0.95, 4.02)
H (1.64, -0.49, 0.17)
H (1.88, 5.01, -0.19)
C (3.53, 3.65, 0.30)
Cl (2.18, 1.74, 1.60)

Results
ΔE to the lowest compared entry with this formula, charge and spin = 19.9737 eV
Orbital gap = 6.812 eV

=====

3.
12 unconnected molecules or ions with the total composition C24H34Cl33N2O3. Source: the Open Molecules 2025 dataset; level of theory: ωB97M-V/def2-TZVPD.

Atoms and positions in Å:
H (1.50, -2.92, -3.51)
N (-0.98, 0.16, -3.77)
Cl (4.47, 1.84, 6.71)
C (7.39, -2.38, 0.17)
Cl (0.64, -4.68, -2.23)
Cl (-5.38, 4.30, -6.31)
Cl (9.48, 2.62, 1.96)
Cl (4.31, -1.01, 7.25)
H (-5.95, 0.56, -0.96)
H (0.45, -2.38, 1.06)
Cl (1.88, 0.51, 6.74)
C (-4.71, -3.19, -6.62)
H (-0.04, 0.88, -1.69)
H (-4.64, -3.82, -1.75)
Cl (-0.90, 5.65, 14.29)
C (-1.59, -0.31, -2.48)
O (-5.15, -1.40, -2.40)
Cl (2.14, 3.77, 9.60)
Cl (-3.16, -2.41, -6.31)
H (-3.13, 1.41, 0.32)
C (0.28, 5.48, 12.99)
C (-2.79, 0.62, -2.23)
Cl (5.05, -0.52, -3.18)
H (9.18, 1.36, 3.91)
H (5.16, -2.69, -4.03)
H (-4.34, 0.25, 0.88)
C (-3.71, -3.54, -2.25)
Cl (8.17, -2.00, -1.37)
H (0.26, -2.12, -1.42)
C (1.36, -1.00, 0.00)
C (4.54, 1.17, 1.36)
H (-4.85, -3.23, -7.70)
H (-3.29, 0.77, -3.19)
Cl (2.46, -4.82, -4.49)
H (3.66, 0.13, 5.31)
C (8.71, 2.24, 3.50)
H (1.37, -0.88, -2.09)
C (-3.48, 0.39, 0.23)
Cl (-9.74, 3.28, -3.42)
H (-2.96, -4.32, -2.13)
Cl (3.50, 2.57, 1.61)
Cl (-0.25, 6.33, 11.53)
Cl (7.60, -1.05, 1.32)
O (0.58, -1.43, 1.11)
Cl (-6.85, 3.02, -3.59)
C (-0.31, -0.62, -4.41)
C (-3.13, -2.25, -1.63)
H (7.88, -3.25, 0.58)
H (-1.51, -2.38, -0.15)
C (-3.87, 4.75, -5.51)
C (-0.52, -0.07, -1.41)
C (-3.85, 0.14, -1.24)
H (2.26, -1.61, -0.05)
C (-8.40, 2.28, -3.99)
Cl (4.10, -1.51, -5.74)
C (2.74, 2.57, 10.74)
Cl (-4.72, -4.84, -6.01)
C (5.29, -1.71, -4.46)
Cl (8.91, 3.56, 4.65)
C (3.59, 0.35, 6.37)
H (-1.27, -2.48, -2.64)
H (-0.93, 0.08, -0.42)
H (0.37, 4.43, 12.74)
H (-2.56, -1.81, -3.61)
C (0.61, -1.09, -1.33)
Cl (4.18, -0.09, 2.56)
Cl (-8.50, 0.65, -3.34)
H (-3.87, -3.43, -3.31)
Cl (5.69, -2.76, -0.08)
Cl (3.45, 1.19, 9.90)
Cl (1.87, 6.05, 13.50)
C (-2.55, -2.64, -0.25)
H (-2.63, -3.72, -0.12)
Cl (6.94, -1.61, -5.10)
O (0.33, -1.38, -5.02)
C (-5.10, 1.01, -1.48)
H (-8.47, 2.22, -5.07)
H (-2.41, 1.59, -1.91)
Cl (3.28, -3.45, -2.07)
H (5.57, 1.46, 1.50)
H (-3.14, -2.21, 0.55)
Cl (1.45, 2.04, 11.83)
Cl (-2.49, 4.01, -6.32)
H (-3.77, 5.82, -5.56)
H (-2.69, -0.26, 0.60)
H (-4.92, 1.99, -1.03)
Cl (-6.03, -2.25, -5.92)
Cl (-3.89, 4.29, -3.80)
Cl (6.99, 1.88, 3.26)
H (3.52, 3.03, 11.34)
C (-2.08, -1.75, -2.63)
H (-5.32, 1.11, -2.53)
Cl (4.38, 0.52, -0.27)
N (-4.25, -1.28, -1.49)
H (1.62, 0.04, 0.21)
C (1.91, -3.85, -3.13)

Results
Multiplicity = 2
Orbital gap (spin up / spin down) = 8.578 / 9.667 eV

=====

4.
A molecular structure, C24H34IrNO5P2. Source: the Open Molecules 2025 dataset; level of theory: ωB97M-V/def2-TZVPD.

Atoms and positions in Å:
C (0.04, 3.58, -1.75)
H (2.70, 0.34, 3.09)
Ir (0.37, 0.52, 0.10)
C (-0.46, 3.21, 3.38)
C (-2.31, -0.85, 0.39)
C (-0.89, 0.52, 2.84)
C (-1.34, 2.47, 4.19)
C (-2.57, -3.35, -0.12)
H (3.84, -0.94, 2.60)
O (-1.11, -0.96, -0.15)
O (-2.78, 0.18, 0.88)
C (-5.12, -3.27, 1.08)
H (0.54, -2.75, 1.23)
C (-3.11, -2.12, 0.37)
C (2.84, -1.65, -2.80)
H (3.82, 0.62, 1.71)
P (-0.67, 1.97, -1.38)
H (5.60, 0.80, -1.28)
H (3.76, 2.13, -1.50)
H (-3.01, 1.37, -1.23)
C (-4.57, -4.48, 0.62)
O (3.13, 2.82, -1.85)
H (-0.97, -2.51, -0.64)
H (-0.51, 4.02, -2.59)
H (-0.45, 1.66, -3.78)
O (4.77, 0.96, -0.80)
C (1.22, -0.42, -4.06)
H (-5.14, -5.41, 0.74)
H (3.72, -2.29, -2.71)
H (4.39, 0.07, -0.67)
C (-0.17, 1.30, 1.93)
H (0.70, -1.93, 2.82)
N (1.13, -0.36, -1.68)
H (3.47, 3.67, -1.53)
H (-0.23, 4.24, 3.63)
C (2.85, -1.36, -0.34)
H (-2.89, -5.47, -0.34)
C (3.20, -0.12, 2.24)
C (0.09, 2.64, 2.23)
O (-1.36, -3.44, -0.71)
H (-0.08, 4.23, -0.87)
H (-2.58, 2.78, -0.23)
C (-3.32, -4.54, 0.02)
C (0.63, 0.02, -2.87)
H (-4.77, -1.14, 1.28)
H (0.70, 3.23, 1.53)
H (1.11, 3.47, -1.99)
H (-1.49, 0.42, -3.05)
C (2.33, -1.27, -4.03)
H (1.28, 1.86, -0.27)
H (-0.94, -0.57, 2.72)
C (1.24, -2.25, 1.92)
P (1.97, -0.80, 1.10)
H (2.79, -1.62, -4.95)
H (1.72, 1.46, 0.46)
C (-2.43, 2.31, -1.21)
H (-1.84, 2.93, 5.05)
C (2.26, -1.15, -1.60)
C (-4.38, -2.10, 0.95)
C (-1.58, 1.13, 3.89)
H (2.04, -2.94, 2.20)
C (-0.54, 0.97, -2.93)
H (-6.11, -3.25, 1.54)
H (-2.75, 2.96, -2.03)
H (0.81, -0.04, -4.99)
H (3.71, -2.03, -0.27)
H (-2.30, 0.54, 4.45)

Results
Multiplicity = 5
Orbital gap (spin up / spin down) = 4.621 / 5.616 eV

=====

5.
C24H34N2O3 in the gas phase. Source: the Open Molecules 2025 dataset; level of theory: ωB97M-V/def2-TZVPD.

Atoms and positions in Å:
C (0.62, -0.06, 6.14)
H (-2.21, -0.46, 7.94)
H (4.89, -1.40, 1.07)
H (-2.10, -0.20, -5.87)
C (3.15, 1.21, -0.20)
C (2.99, -0.73, 1.78)
H (-0.12, 3.17, -2.32)
C (0.84, 2.99, -0.42)
H (-4.32, 0.85, -6.32)
H (-2.84, 0.17, -2.79)
C (-0.20, -0.19, 7.25)
H (0.83, 0.75, -2.53)
H (-1.72, -1.59, -1.26)
H (-4.06, 1.97, -4.98)
C (-3.82, 0.98, -5.36)
N (0.97, 0.03, 3.78)
C (4.16, 0.28, -0.04)
C (0.88, -3.23, 0.31)
C (-1.57, -0.36, 7.08)
N (-0.86, 0.17, -2.05)
C (0.09, -0.10, 4.86)
H (3.22, 1.93, -1.00)
C (-1.53, 1.10, -4.25)
H (-3.16, -0.53, 5.66)
O (1.03, 2.09, 0.65)
H (1.87, -2.78, 0.34)
H (1.06, -3.98, -1.69)
C (0.71, 0.06, 2.45)
C (0.24, 2.34, -1.68)
C (-1.28, -0.27, 4.69)
H (-1.70, -0.29, 3.70)
C (-0.76, -1.05, -1.27)
H (0.14, 3.73, -0.03)
H (-1.90, 1.92, -1.48)
O (-0.39, -0.03, 1.95)
C (2.04, 1.18, 0.64)
C (-2.10, -0.40, 5.80)
H (-0.52, -0.80, -0.24)
H (0.22, -0.16, 8.24)
H (-1.97, 1.51, -6.30)
O (1.22, 1.64, -2.39)
H (-0.60, -3.78, -1.16)
H (1.78, 3.49, -0.69)
C (0.39, -3.32, -1.13)
C (0.34, -1.96, -1.83)
H (-1.70, -0.93, -3.58)
C (-1.81, 0.07, -3.15)
H (0.16, -2.12, -2.90)
H (1.94, 0.15, 4.05)
H (-0.47, 1.09, -4.48)
H (2.91, -1.49, 2.54)
C (1.96, 0.19, 1.63)
C (-0.95, 1.41, -1.30)
C (-2.32, 0.82, -5.53)
C (4.10, -0.68, 0.95)
H (-4.22, 0.24, -4.67)
H (-1.78, 2.10, -3.89)
H (1.69, 0.07, 6.28)
H (0.93, -4.22, 0.75)
H (1.30, -1.46, -1.72)
H (0.20, -2.63, 0.91)
H (-0.89, 1.19, -0.23)
H (5.01, 0.31, -0.70)

Results
ΔE to the lowest compared entry with this formula, charge and spin = 2.0604 eV
Orbital gap = 9.192 eV

=====

6.
A molecular structure, C24H34N2O3. Source: the Open Molecules 2025 dataset; level of theory: ωB97M-V/def2-TZVPD.

Atoms and positions in Å:
C (2.35, 0.07, -1.65)
C (2.92, -0.08, 0.79)
H (-4.08, 3.12, 1.03)
C (1.12, 1.95, -1.19)
H (1.82, 2.43, -1.28)
H (3.08, 0.57, -2.00)
H (1.65, -3.53, 1.30)
H (-1.69, 0.28, -6.05)
H (0.12, 0.81, -4.21)
H (3.54, 1.07, 0.53)
C (-0.18, 2.58, -1.72)
N (-1.48, 1.96, -1.73)
H (-1.36, 1.95, -4.26)
C (3.05, -0.50, 2.03)
C (0.00, -0.15, -2.01)
C (-3.08, 3.32, -0.92)
H (2.51, -3.57, 4.84)
C (2.58, -0.60, -0.35)
H (-0.04, -2.84, 3.15)
C (1.91, -2.39, 1.21)
H (1.95, -4.26, 3.13)
H (-4.18, 1.72, -0.38)
C (2.03, -3.23, 3.79)
C (-1.57, -0.08, -4.94)
H (-2.67, 0.10, -4.87)
H (-1.55, 3.54, 1.78)
C (-3.50, 2.41, 0.13)
C (-1.26, -0.37, 1.32)
H (-2.04, 0.00, -2.41)
O (-1.40, -1.28, -4.91)
H (0.21, 3.10, -2.82)
C (2.03, -1.88, -0.04)
C (-2.44, 0.25, 0.87)
C (-1.19, 2.51, 1.53)
H (-3.80, 4.12, -1.18)
H (2.35, -1.08, -2.63)
O (2.62, -2.05, 3.52)
C (-2.58, 2.64, -2.07)
C (-1.34, 0.49, -2.64)
H (-3.18, 2.16, -2.48)
C (-0.46, 1.75, 2.16)
H (0.85, 1.74, -0.34)
H (-2.27, 3.89, -0.49)
C (2.52, -1.51, 2.35)
H (-3.21, -0.20, 0.23)
H (-0.93, -4.18, 4.73)
H (-0.06, -1.07, -2.61)
H (3.58, 0.00, 2.79)
H (-2.24, 3.49, -3.06)
H (0.32, -2.20, 4.90)
C (0.44, -3.03, 4.04)
H (-1.24, -1.43, 1.31)
C (-0.99, 0.66, -4.08)
C (-2.48, 1.56, 0.86)
C (-0.52, 0.41, 2.28)
H (-1.60, -1.60, -3.92)
N (1.22, 0.61, -2.13)
H (1.64, -2.52, -0.83)
H (-0.21, 3.58, -1.16)
H (0.47, -0.12, 2.73)
H (0.31, 2.23, 2.75)
H (-0.22, -0.57, -0.97)
O (-0.09, -4.39, 4.53)

Results
ΔE to the lowest compared entry with this formula, charge and spin = 27.0000 eV
Orbital gap = 8.313 eV

=====

7.
C24H34N2O3 in the gas phase. Source: the Open Molecules 2025 dataset; level of theory: ωB97M-V/def2-TZVPD.

Atoms and positions in Å:
O (-1.66, 0.55, 0.54)
C (-5.09, 0.40, 1.59)
H (-0.20, -3.93, -0.98)
C (3.65, 4.68, -0.05)
H (0.58, 3.70, 0.96)
C (2.92, 2.74, -1.26)
C (-0.51, -0.28, 0.34)
H (4.58, -0.65, -0.26)
H (-6.70, 0.65, -2.29)
H (-5.59, -1.46, -0.37)
C (-0.61, -1.04, -0.97)
C (2.01, -0.24, 0.31)
H (-0.29, 2.09, -0.82)
C (0.51, -3.26, -0.49)
H (4.80, 3.72, -1.57)
H (2.48, -0.94, -1.67)
H (-0.74, -0.32, -1.78)
C (4.63, -1.37, 0.56)
H (2.00, -0.15, 2.47)
H (0.20, -3.12, 0.55)
H (-0.46, -0.99, 1.18)
H (0.67, -2.13, -2.28)
C (0.61, -1.92, -1.21)
C (-2.75, -0.08, 1.06)
H (-4.66, -0.16, -1.10)
C (0.73, 0.61, 0.35)
C (1.51, 3.70, 0.41)
H (-5.45, 1.03, 2.41)
H (4.21, -1.43, 2.67)
H (2.21, -4.49, 0.20)
H (-6.09, 1.53, 0.04)
H (-1.50, -1.67, -0.95)
H (0.73, 1.17, 1.29)
C (1.94, -3.76, -0.57)
C (3.88, 3.71, -1.01)
C (1.73, 2.72, -0.56)
H (2.01, -1.79, 1.82)
H (-7.05, 0.23, 0.75)
C (-6.64, -0.37, -1.90)
H (-3.61, 1.74, 0.88)
O (4.45, -3.75, 0.38)
C (2.46, 4.67, 0.66)
H (2.80, 0.48, 0.03)
H (3.11, 2.00, -2.03)
H (-7.63, -0.66, -1.57)
H (-6.33, -1.03, -2.70)
C (0.71, 1.64, -0.79)
C (3.95, -2.66, 0.17)
C (1.99, -1.35, -0.78)
C (-6.05, 0.49, 0.40)
C (-5.65, -0.43, -0.74)
H (2.27, 5.42, 1.41)
C (3.94, -0.81, 1.81)
H (2.15, -4.21, -1.55)
N (-3.75, 0.81, 1.24)
H (4.39, 5.44, 0.15)
H (5.67, -1.58, 0.78)
H (0.91, 1.16, -1.74)
H (4.30, 0.20, 1.99)
H (-5.01, -0.63, 1.94)
C (2.41, -0.79, 1.68)
O (-2.79, -1.25, 1.34)
N (2.72, -2.55, -0.38)

Results
ΔE to the lowest compared entry with this formula, charge and spin = 0.0469 eV
Orbital gap = 9.563 eV